Density functional theory data (ωB97M-V with the def2-TZVPD basis set) for a structure of composition C26H23BFN8SbSe4Y.

CARTESIAN COORDINATES (ANGSTROEM)
Y (-0.430, -0.852, 0.477)
C (2.081, -2.344, -3.302)
C (1.479, -2.546, -2.058)
N (0.887, -1.437, -1.631)
N (1.093, -0.506, -2.594)
C (1.812, -1.027, -3.603)
B (0.443, 0.871, -2.384)
N (1.105, 1.606, -1.197)
C (1.738, 2.792, -1.168)
C (2.118, 3.043, 0.135)
C (1.667, 1.931, 0.855)
N (1.069, 1.075, 0.038)
N (-1.056, 0.635, -2.084)
C (-1.991, 0.306, -2.999)
C (-3.231, 0.407, -2.417)
C (-2.960, 0.787, -1.099)
N (-1.655, 0.934, -0.890)
N (0.573, 1.782, -3.616)
C (-0.300, 2.744, -3.992)
C (0.316, 3.526, -4.941)
C (1.591, 2.949, -5.084)
N (1.742, 1.906, -4.283)
H (2.611, -3.058, -3.908)
H (1.406, -3.449, -1.478)
H (2.071, -0.416, -4.449)
H (1.872, 3.363, -2.071)
H (2.636, 3.910, 0.507)
H (1.710, 1.705, 1.911)
H (-1.715, -0.007, -3.992)
H (-4.176, 0.136, -2.850)
H (-3.647, 0.904, -0.276)
H (-1.283, 2.800, -3.555)
H (-0.101, 4.373, -5.457)
H (2.399, 3.243, -5.736)
Se (-3.607, -2.936, -4.029)
Sb (-4.093, -3.529, -1.680)
Se (-4.674, -5.822, -1.277)
Se (-5.980, -1.979, -1.948)
Se (-2.457, -2.799, -0.017)
C (-0.436, -1.044, 2.687)
C (-0.705, 0.239, 3.232)
C (-0.083, 0.900, 4.343)
C (-0.323, 2.225, 4.641)
C (-1.181, 3.013, 3.873)
C (-1.841, 2.403, 2.812)
C (-1.643, 1.065, 2.525)
H (0.637, 0.360, 4.940)
H (0.190, 2.666, 5.492)
H (-1.348, 4.056, 4.111)
H (-2.547, 2.966, 2.211)
H (-2.282, 0.602, 1.775)
F (2.589, -1.548, 6.081)
C (2.028, -1.856, 4.867)
C (0.722, -2.062, 4.752)
C (0.096, -2.285, 3.404)
C (1.107, -2.706, 2.369)
C (0.748, -3.418, 1.276)
C (2.482, -2.253, 2.549)
C (2.938, -1.875, 3.754)
H (0.082, -1.985, 5.622)
H (-0.687, -3.048, 3.495)
H (-0.224, -3.882, 1.184)
H (1.501, -3.647, 0.532)
H (3.153, -2.323, 1.699)
H (3.968, -1.587, 3.921)

- Calculated total energy: -11451.858776 hartree
- Expectation value of S²: 0.761
- Energy relative to the best compared isomer or geometry (same formula, charge and spin): 129.3 kJ/mol
- E_LUMO (spin up / spin down): 4.11 / 3.66 eV
- Frontier orbital gap (spin up / spin down): 5.16 / 4.71 eV
- Net charge: -2
- Spin multiplicity: 2